(1)
DFT (the ωB97M-V functional and the def2-TZVPD basis) results for C24H67N6O7Ti as an isolated structure in a non-equilibrium geometry.

```
105
Properties=species:S:1:pos:R:3:forces:R:3:lowdin_spin:R:1
Ti 0.480785 -0.300836 -0.595966 -0.1 0.3 0.2 2.49
O 0.394605 -1.624976 1.287654 -0.7 -0.2 -0.4 0.04
H -0.238025 -2.320886 1.552254 0.8 0.3 0.0 0.00
C -1.680825 -3.424436 -1.018606 -0.3 0.2 -0.8 0.01
C -2.339295 -2.025866 -1.307696 -0.6 -1.4 0.5 0.02
C -3.904955 -2.072446 -1.537626 1.1 -1.1 -0.1 0.00
O -4.181655 -2.721256 -2.805046 -0.3 1.5 0.4 0.00
C -5.586735 -2.656776 -3.102416 0.8 -1.0 0.0 0.00
N -1.901845 -1.129186 -0.238756 -0.2 0.0 0.3 0.02
H -0.623575 -3.370466 -0.758966 0.3 0.7 -0.3 0.00
H -1.719245 -4.009746 -1.937326 -0.3 -0.4 0.2 0.00
H -2.036005 -3.976116 -0.148216 -0.9 0.1 -0.2 0.00
H -1.840075 -1.638026 -2.195646 -0.4 -0.1 -0.4 0.02
H -4.372735 -1.104466 -1.357946 0.2 0.6 -0.9 0.00
H -4.428055 -2.666296 -0.788086 0.4 -0.5 0.5 0.00
H -5.795085 -3.369976 -3.899936 0.2 -0.1 0.0 0.00
H -5.941055 -1.702336 -3.491756 0.2 0.4 0.5 0.00
H -6.087475 -3.024806 -2.206916 -0.6 0.4 0.0 0.00
H -2.523255 -0.983886 0.544084 -0.9 0.2 -0.3 0.00
H -1.207455 -1.666336 0.260634 0.9 0.1 0.2 0.00
C 2.449935 2.792594 -1.656996 0.2 0.2 -0.4 0.01
C 2.939015 1.999834 -0.462876 0.4 -1.2 -0.1 0.02
C 3.915825 2.683374 0.429474 1.3 1.0 0.2 0.00
O 5.177995 2.790224 -0.238306 0.4 0.5 0.3 0.00
C 6.162155 3.618904 0.412174 -0.9 -0.5 -0.3 0.00
N 1.823025 1.501834 0.323134 -0.8 0.3 -1.0 0.04
H 1.902655 3.670004 -1.312406 -0.2 0.1 0.1 0.00
H 1.796555 2.219304 -2.314666 -0.2 -0.2 0.3 0.01
H 3.234925 3.171524 -2.311456 0.4 -0.1 0.3 0.00
H 3.504655 1.101824 -0.711356 -0.1 -0.2 -0.9 0.01
H 4.071455 2.093424 1.332714 -0.2 -0.1 0.2 0.00
H 3.550825 3.671494 0.709634 0.0 0.4 0.2 0.00
H 6.386295 3.317554 1.435434 0.0 -0.5 0.1 0.00
H 5.810255 4.645274 0.516234 0.0 0.2 -0.4 0.00
H 7.063105 3.555674 -0.198066 -0.1 0.1 0.1 0.00
H 2.136335 0.943834 1.104534 0.5 0.0 0.6 0.01
H 1.343635 2.308734 0.696214 -0.5 0.1 0.2 0.00
C -2.221165 1.409704 -3.320906 -0.8 -0.4 -1.0 0.01
C -1.819125 2.292244 -2.197176 -0.7 0.8 -0.2 0.01
C -3.007215 2.897424 -1.430826 0.3 1.0 -0.6 0.00
O -2.481925 3.690764 -0.355926 -1.2 -0.3 -0.1 0.00
C -3.519585 4.017714 0.580504 1.1 -0.2 0.3 0.00
N -1.096355 1.549354 -1.253716 1.5 -1.2 1.5 0.04
H -3.116405 1.795924 -3.808216 0.2 0.3 -0.5 0.00
H -2.529185 0.405964 -3.028106 0.2 -0.1 0.4 0.00
H -1.386745 1.318754 -4.016286 -0.3 -0.1 -0.2 0.00
H -1.120075 3.018164 -2.612466 -0.4 0.8 0.1 0.00
H -3.688255 2.129244 -1.064506 0.2 -0.5 0.3 0.00
H -3.646905 3.498644 -2.076926 0.0 0.5 -0.2 0.00
H -3.821755 3.160244 1.181784 -0.3 -0.5 -0.4 0.00
H -4.380975 4.470854 0.089824 0.0 0.2 0.1 0.00
H -3.061765 4.641434 1.348284 -0.1 0.6 -0.4 0.00
H -1.082915 2.133894 -0.430166 0.5 0.0 0.6 0.00
H -1.681875 0.763694 -1.008746 -0.1 -0.4 0.3 0.01
C 1.089645 -0.998046 -4.341386 -1.1 -1.4 -1.5 0.02
C 1.005945 -2.248436 -3.428576 0.7 1.9 0.9 0.02
C 1.645915 -3.523296 -3.993156 -0.9 1.0 -1.5 0.00
O 0.754585 -3.973566 -5.049886 0.9 -0.3 0.6 0.00
C 1.466815 -4.636926 -6.076436 -0.2 -0.6 -0.2 0.00
N 1.689025 -1.773246 -2.186836 -0.1 -1.3 0.2 0.08
H 2.074885 -0.634006 -4.632726 0.3 -0.2 0.6 0.00
H 0.450925 -0.172326 -4.027796 0.2 -0.1 0.5 0.02
H 0.650375 -1.333846 -5.280736 -0.1 0.1 -0.4 0.00
H -0.032675 -2.405296 -3.137426 0.0 -0.2 -0.3 0.01
H 1.900615 -4.292726 -3.264316 -0.5 -0.2 0.2 0.00
H 2.590445 -3.236666 -4.455536 0.3 0.1 -0.1 0.00
H 2.064425 -5.480176 -5.730156 0.4 0.1 0.5 0.00
H 2.105075 -3.962116 -6.646836 0.1 0.2 0.0 0.00
H 0.795485 -5.147096 -6.767186 -0.5 0.5 0.0 0.00
H 1.689575 -2.568956 -1.564786 -0.4 -0.3 0.8 0.01
H 2.666635 -1.811946 -2.437606 0.6 0.9 0.0 0.01
C -2.800895 -0.775816 3.296054 0.9 1.4 -1.1 0.00
C -2.456085 0.657474 2.673794 -2.6 0.3 2.2 0.00
C -3.085405 1.779254 3.531284 1.0 -0.9 -0.3 0.00
O -4.473615 1.567414 3.516074 1.3 -0.9 -0.6 0.00
C -5.141515 2.488504 4.250924 -2.0 1.1 0.7 0.00
N -1.082645 0.945104 2.378244 0.1 -1.0 -0.4 0.00
H -2.211355 -1.470466 2.697714 0.0 -0.4 0.2 0.00
H -3.857505 -1.021016 3.188624 0.1 0.1 0.2 0.00
H -2.468375 -0.839396 4.332154 -0.1 0.0 0.0 0.00
H -3.127735 0.798044 1.826894 0.6 -0.4 -0.9 0.00
H -2.759195 2.714904 3.077124 -0.3 0.4 -0.1 0.00
H -2.720695 1.786384 4.558434 0.1 -0.1 0.3 0.00
H -5.288515 3.419884 3.704084 0.1 0.3 -0.1 0.00
H -4.713645 2.749004 5.218994 0.4 -0.2 0.1 0.00
H -6.131065 2.070724 4.436254 -0.1 0.1 0.1 0.00
H -0.506655 0.875284 3.204954 -0.1 0.6 0.8 0.00
H -0.813945 0.040404 2.018494 1.0 -0.4 -1.2 0.00
C 4.589995 -0.934056 1.652784 0.1 0.6 0.8 0.01
C 3.640675 -1.011156 2.837874 -0.7 -0.5 -0.1 0.00
C 4.298015 -0.761086 4.189244 -1.0 0.2 -0.1 0.00
O 3.327135 -1.070696 5.194914 0.5 0.8 0.9 0.00
C 3.785385 -0.668696 6.514864 -0.9 -1.1 -0.8 0.00
N 2.450665 -0.227506 2.504614 0.9 0.9 1.0 0.01
H 4.047295 -0.878986 0.709094 -0.1 -0.8 0.0 0.01
H 5.302115 -1.748886 1.783314 0.2 0.1 -0.7 0.00
H 5.075045 0.042004 1.664734 0.5 0.0 0.2 0.00
H 3.383035 -2.054616 3.019354 -0.5 -0.5 -0.6 0.00
H 4.638855 0.264794 4.328934 0.3 0.2 -0.1 0.00
H 5.102685 -1.493266 4.256544 0.5 0.2 0.1 0.00
H 3.049995 -1.038066 7.229614 -0.2 0.0 -0.1 0.00
H 3.833585 0.413554 6.635294 0.4 0.0 -0.2 0.00
H 4.703225 -1.206316 6.752844 0.4 0.4 0.0 0.00
H 1.913205 0.046884 3.314524 0.1 -0.2 0.3 0.00
H 1.815805 -0.751226 1.919154 -0.4 -0.8 0.0 0.01
```
Forces are in eV/Å.

Output
Highest occupied orbital energy (spin up / spin down) = -3.6 / -8.3 eV
Energy relative to the best compared isomer or geometry (same formula, charge and spin) = 0.208 eV
Frontier orbital gap (spin up / spin down) = 4.3 / 8.9 eV
Spin multiplicity = 4
Net charge = 0

---

(2)
DFT (the ωB97M-V functional and the def2-TZVPD basis) results for C24H68InN4Na2O12S as an isolated structure in a non-equilibrium geometry.

```
112
Properties=species:S:1:pos:R:3:forces:R:3:lowdin_charge:R:1
In -14.095020 1.724530 -21.182030 0.1 0.4 1.4 1.07
Na -17.481980 4.358230 -21.804180 -0.3 0.4 0.8 0.66
Na -14.641380 5.041240 -24.004070 0.6 0.8 0.3 0.67
S -14.578090 5.334980 -20.885970 1.8 -5.3 -1.0 0.16
O -15.011410 4.220520 -20.078530 -2.1 -1.6 1.7 -0.41
O -13.943830 6.285460 -20.065340 1.7 3.0 1.3 -0.30
O -13.575560 4.666300 -21.761270 0.5 0.7 -2.1 -0.47
O -15.664700 5.850520 -21.681470 -2.3 0.6 -1.9 -0.37
C -12.939770 1.196810 -16.089060 -0.6 0.7 -0.7 -0.01
C -13.696460 1.101530 -17.472840 -2.1 -0.9 2.2 -0.40
C -15.148250 1.658340 -17.400860 1.5 0.9 0.4 -0.18
O -15.749020 1.584680 -18.683610 0.1 0.2 -0.9 -0.28
C -17.023820 2.203780 -18.701410 -1.1 -0.6 2.1 -0.11
N -12.881480 1.652470 -18.522250 -0.3 -0.6 -0.7 0.03
H -12.589140 2.223900 -15.987840 -0.4 0.3 0.2 0.04
H -11.986180 0.674930 -16.009070 -0.3 -0.7 -0.4 0.09
H -13.570010 0.961940 -15.231300 0.1 -0.1 -0.1 0.09
H -13.993980 0.068020 -17.650120 1.0 -0.4 -0.5 0.15
H -15.104560 2.683220 -17.032350 -0.2 0.6 -0.2 0.13
H -15.698000 1.122060 -16.627380 -0.2 -0.4 -0.2 0.14
H -17.057310 3.280790 -18.537020 0.6 0.2 -0.6 0.09
H -17.527580 1.831500 -17.809380 -0.3 0.0 0.3 0.10
H -17.754700 1.863530 -19.434990 0.8 -0.1 -0.8 0.10
H -12.632380 2.587240 -18.232000 0.3 0.4 -0.2 0.04
H -12.076280 1.062430 -18.368570 0.9 0.3 -0.8 0.09
C -10.956350 4.718190 -16.275890 -1.5 0.8 0.4 0.01
C -12.437600 4.958770 -16.820120 2.3 -2.0 0.5 -0.36
C -13.131300 6.231640 -16.399000 -0.6 0.1 1.2 -0.17
O -13.605620 6.024680 -15.083550 0.0 1.2 0.0 -0.13
C -14.370970 7.132060 -14.555870 -1.1 -0.8 0.4 -0.06
N -12.317630 4.924510 -18.222570 0.6 1.4 -1.8 0.12
H -10.933830 5.139690 -15.270940 0.3 -0.4 0.2 0.09
H -10.195490 5.251220 -16.846030 -0.2 0.3 -0.3 0.07
H -10.656010 3.670590 -16.296410 -0.3 0.0 0.3 0.07
H -13.046610 4.081580 -16.601590 -0.3 0.3 0.8 0.12
H -13.955460 6.419300 -17.087220 -0.3 0.2 -0.1 0.11
H -12.452200 7.082260 -16.456950 0.3 0.1 0.0 0.15
H -13.941070 8.133160 -14.522870 0.7 -0.3 -0.3 0.10
H -14.708490 6.854690 -13.557250 0.7 -0.1 0.2 0.10
H -15.350220 7.221840 -15.026080 0.0 0.0 -0.8 0.07
H -11.630240 5.615520 -18.487340 0.5 0.3 -0.3 0.09
H -13.122600 5.214550 -18.759230 -0.8 -0.4 -0.1 0.06
C -9.249590 5.459340 -20.900310 -0.3 1.0 1.0 0.02
C -9.632790 4.004040 -20.603200 -1.4 -2.2 -1.0 -0.31
C -8.917930 3.380690 -19.326820 0.4 -0.2 -1.6 -0.13
O -7.544810 3.547790 -19.222780 -1.0 2.4 1.0 -0.11
C -6.740090 3.120980 -20.276670 0.2 -0.5 -0.3 -0.05
N -11.076300 3.668190 -20.602030 2.1 1.7 1.0 0.16
H -9.841330 5.921180 -21.690660 0.0 -0.3 0.0 0.09
H -8.188960 5.633420 -21.081610 0.0 -0.4 0.0 0.11
H -9.534630 5.921430 -19.955150 0.1 0.7 0.0 0.07
H -9.406950 3.511450 -21.548960 0.9 -0.4 -0.3 0.15
H -8.950910 2.303890 -19.492740 -1.1 -0.6 0.1 0.15
H -9.402050 3.674440 -18.395460 0.1 0.0 0.0 0.12
H -6.683820 2.052790 -20.067140 0.8 -0.3 -0.6 0.12
H -5.797720 3.662510 -20.194300 0.1 -0.4 0.1 0.12
H -7.142470 3.285450 -21.276240 -0.2 0.1 0.1 0.09
H -11.634010 4.088620 -21.331610 0.2 -0.1 -1.1 0.06
H -11.437000 4.144880 -19.787940 -1.0 -0.7 1.5 0.04
C -18.075710 8.488630 -23.015070 0.5 1.4 0.8 0.00
C -16.969590 9.375650 -22.336180 -0.1 0.0 -0.4 -0.29
C -17.506100 10.410430 -21.146660 -2.9 -0.7 -0.3 -0.09
O -18.767630 11.100720 -21.469200 1.3 0.4 -2.0 -0.15
C -18.783130 12.003220 -22.710150 0.6 -0.6 1.7 0.01
N -15.881560 8.529240 -21.899650 -0.9 0.7 1.4 0.11
H -18.448260 9.016330 -23.893050 -0.4 -0.2 0.2 0.09
H -18.846230 8.324400 -22.261790 -0.3 0.1 -0.2 0.08
H -17.727200 7.501880 -23.319950 0.4 0.1 0.0 0.07
H -16.484220 10.054530 -23.037350 -0.4 0.4 -0.4 0.14
H -16.792010 11.040870 -20.616820 0.6 0.3 -1.0 0.13
H -17.905790 9.764910 -20.364590 0.2 -0.4 0.1 0.10
H -19.240390 11.498830 -23.561380 0.8 -0.7 -0.1 0.09
H -17.764870 12.386960 -22.773310 -0.1 -0.2 -0.7 0.09
H -19.448810 12.865480 -22.671760 -0.1 0.0 1.3 0.09
H -15.613690 8.797920 -20.963620 1.2 0.6 0.3 0.08
H -16.101730 7.554560 -21.752580 -0.4 -0.2 -0.5 0.03
C -20.745100 6.119110 -19.464000 -2.7 -0.9 1.2 -0.09
C -19.512810 6.849500 -19.297020 0.0 1.6 -2.5 -0.30
O -18.664210 6.007860 -20.093240 2.4 -0.5 0.4 -0.12
H -21.631870 6.717040 -19.253720 0.0 -0.1 0.4 0.10
H -20.644370 5.285900 -18.768520 -0.7 -0.3 0.0 0.09
H -20.927020 5.708990 -20.457390 0.4 0.2 -0.1 0.09
H -19.250790 7.153480 -18.283600 0.5 -0.9 0.1 0.13
H -19.551120 7.767750 -19.883070 -0.1 0.5 0.2 0.11
H -17.770900 6.334510 -19.963280 0.5 0.0 0.0 0.04
C -16.592900 9.128980 -17.498340 0.5 0.7 -0.2 -0.05
C -16.063870 8.048590 -18.401810 0.7 -0.4 0.1 -0.29
O -14.754060 8.373230 -18.975350 -2.1 0.7 1.0 -0.10
H -16.111310 10.057510 -17.804950 -0.1 0.2 0.0 0.09
H -16.304980 8.972410 -16.458780 -0.2 0.0 0.0 0.07
H -17.669700 9.271160 -17.589850 0.0 -0.1 0.2 0.08
H -16.789290 7.814310 -19.180910 -0.1 0.3 -0.6 0.07
H -16.010480 7.119010 -17.835120 0.3 -0.3 0.1 0.11
H -14.507030 7.562220 -19.425730 0.4 -0.1 -0.1 -0.03
C -11.849650 8.770510 -23.743580 -0.1 1.4 1.1 -0.06
C -12.747950 7.588040 -23.489660 -0.7 0.9 0.3 -0.28
O -14.131130 7.696880 -23.899360 1.0 -1.6 -2.4 -0.09
H -10.920480 8.579760 -23.206590 0.3 -0.3 -0.3 0.08
H -12.217520 9.621770 -23.170750 -0.3 0.2 -0.1 0.08
H -11.641160 9.172290 -24.735150 -0.2 -0.7 -0.2 0.09
H -12.827460 7.459440 -22.410200 0.6 -0.4 0.1 0.08
H -12.222900 6.767520 -23.978720 -0.8 -0.7 0.0 0.12
H -14.799190 8.027240 -23.294240 0.4 0.7 1.2 0.02
C -9.860560 8.976950 -19.126710 0.6 0.6 0.0 -0.05
C -11.307620 8.770160 -19.409870 -0.4 -0.1 0.5 -0.31
O -11.441020 7.698980 -20.260970 1.0 -2.2 -2.2 -0.06
H -9.395650 9.564530 -19.918360 0.0 0.0 0.0 0.09
H -9.316570 8.032940 -19.094730 0.0 -0.1 0.4 0.07
H -9.757380 9.553920 -18.207720 0.2 -0.2 0.1 0.10
H -11.680200 9.644390 -19.943740 -0.6 0.4 0.6 0.14
H -11.870600 8.442100 -18.536070 -0.3 1.1 0.5 0.11
H -12.321020 7.425730 -20.530280 -0.5 0.3 0.5 0.04
```
Forces are in eV/Å.

Output
Highest occupied orbital energy = -15.5 eV
Frontier orbital gap = 1.7 eV
Net charge = +3